The following is a DFT calculation (ωB97M-V/def2-TZVPD) of a molecular structure, C4H3LiO2Y.

Results
Multiplicity = 2
LUMO level (alpha / beta) = -9.9 / -10.0 eV
Total charge = +2
HOMO level (alpha / beta) = -15.9 / -16.3 eV
Kohn-Sham gap (alpha / beta) = 5.94 / 6.35 eV
DFT total energy = -9515.7235 eV
⟨S²⟩ = 1.0770

Each line ends with the Löwdin spin population.
Geometry (Å):
Y -2.209 -1.465 2.975  -0.01
O 0.361 -0.251 -0.261  0.01
C 0.551 1.189 -0.060  0.04
H -0.164 1.839 -0.575  0.00
H 0.574 1.406 1.014  0.00
C 3.126 1.515 -0.700  0.77
C 1.891 1.084 -0.764  0.11
C 1.661 -0.377 -0.936  0.04
O 2.037 -1.330 -1.541  -0.01
Li -1.315 -1.180 -0.279  0.00
H 3.718 2.328 -0.285  0.05